[1]
61
Properties=species:S:1:pos:R:3:forces:R:3 method="wB97M-V/def2-TZVPD" gap_ev="9.329 / 4.336" spin_multiplicity=2 molar_mass_g_mol=352.38 relative_energy_ev=2.514 charge=+1 total_energy_ev=-37469.0780
C 1.65793 1.52540 0.40834 -4.132 -0.108 1.158
N 0.59792 1.22070 1.42855 0.858 -1.917 -0.435
C 0.38042 -0.24707 1.55968 0.165 0.422 2.384
O 0.09167 -0.93499 0.40353 -0.351 0.327 -1.486
C 0.92760 2.05173 -0.89986 0.905 -1.008 -0.062
C -0.32800 2.96018 -0.65954 0.155 0.782 -0.234
C -0.12380 4.22692 0.13136 -0.913 0.630 0.888
N 2.00088 2.74740 -1.53832 -2.102 1.312 -0.668
H 2.16353 2.40345 0.80682 1.013 -0.534 -0.042
H 2.08812 0.52589 0.24407 0.956 1.321 -0.240
H -0.29634 1.66363 1.29366 0.080 0.278 -0.077
H 1.21105 -0.67194 2.17659 -0.109 0.013 -1.038
H -0.46998 -0.40243 2.23852 0.048 0.404 -0.162
H 0.69268 -1.60804 0.07086 0.149 -0.108 0.344
H 0.53918 1.25479 -1.53911 0.402 -0.108 -0.005
H -0.71521 3.21009 -1.63826 0.050 0.094 -0.412
H -1.15327 2.37909 -0.26910 0.242 -0.500 0.258
H 0.24334 5.03531 -0.47251 1.308 0.217 -0.122
H -1.05094 4.75031 0.40330 -0.481 -0.781 -0.127
H 0.31611 4.09877 1.12913 0.565 0.076 -0.505
H 2.29588 3.50237 -0.90716 0.663 -0.123 -0.586
H 1.91194 3.00298 -2.54216 0.610 -0.490 0.688
H 4.29624 1.75373 -1.39843 0.411 -0.222 0.236
H 3.57809 0.40977 -1.67837 0.279 0.282 0.650
O 4.07975 1.13101 -2.09730 -0.801 0.240 -0.186
H 3.92094 -0.70146 -2.79777 0.548 -0.668 -0.512
H 2.62982 -1.33519 -3.15733 0.059 -0.338 -0.482
O 3.52971 -1.58216 -2.90805 -0.338 0.829 0.263
H -2.81650 -0.95349 -3.65443 -0.244 0.027 0.097
H -2.95899 0.43723 -3.05647 -0.244 -0.443 -0.092
O -3.41609 -0.19560 -3.63090 0.260 0.228 -0.350
H 1.69046 -2.55752 -2.21264 -0.114 0.037 -0.002
H 0.35738 -3.38009 -2.24578 0.022 0.449 0.047
O 1.32437 -3.44009 -2.19394 0.000 -0.523 0.312
H -3.19716 3.56119 -0.15585 -0.782 0.126 -0.872
H -3.82769 3.09428 -1.59466 -0.176 0.672 0.199
O -3.35555 2.85153 -0.79723 0.674 -0.467 0.845
H -0.97941 -0.16987 4.70377 -0.254 0.138 0.091
H -0.70424 -1.58629 4.44469 -0.260 -0.358 -0.032
O -1.44648 -0.96753 4.41338 0.552 0.236 -0.209
H -4.27733 -0.77265 1.78814 0.239 0.107 -0.002
H -2.80085 -0.50709 2.18505 -0.334 0.121 0.297
O -3.41725 -0.49270 1.43724 -0.012 0.535 0.336
H 4.07400 -1.74882 -0.21507 0.000 -0.024 -0.121
H 2.75859 -1.36475 0.46277 0.489 -0.146 0.000
O 3.57046 -0.98518 0.09487 -0.392 0.022 0.077
H -1.69466 -2.82523 -0.86265 -0.280 -0.034 -0.237
H -1.30186 -1.50678 -1.42776 -0.268 0.257 -0.143
O -1.38335 -2.42433 -1.69872 0.408 -0.368 0.129
H -0.78139 -3.99138 2.29440 0.290 -0.125 0.555
H 0.29115 -3.93522 1.29551 0.371 0.105 0.233
O 0.11843 -3.64472 2.20685 -0.505 -0.183 -0.705
H -3.06568 0.66596 -0.60503 -0.403 -0.344 -0.545
H -1.62892 0.63565 -0.75054 0.334 -0.349 -0.270
O -2.40389 0.33137 -1.23733 0.454 0.429 1.076
H 1.32829 1.57848 4.52925 0.041 -0.257 0.437
H 1.41463 0.44922 3.58318 0.070 -0.089 0.348
O 1.37194 0.60884 4.53816 -0.201 0.530 -0.603
H -2.08306 -3.00480 1.53358 -0.113 -0.346 -0.312
H -2.80743 -1.89122 0.89874 -0.359 -1.003 -0.812
O -2.63723 -2.86691 0.75146 0.499 0.715 0.741

---

[2]
14
Properties=species:S:1:pos:R:3:forces:R:3 method="wB97M-V/def2-TZVPD" gap_ev=9.180 molar_mass_g_mol=84.12 relative_energy_ev=6.619 total_energy_ev=-7355.6365
C 0.24711 -0.09954 1.98082 0.153 0.080 0.060
C 0.45549 0.20796 0.53479 0.424 0.247 0.521
C -0.53385 0.64245 -0.51617 0.839 0.033 0.321
C -0.10276 -0.41569 -1.30870 -0.006 -0.394 0.788
C 1.08317 -0.66964 -0.49133 0.158 -0.755 0.240
O 1.68839 0.57636 -0.00812 0.627 -0.017 -0.011
H -0.64079 -0.72487 2.13530 0.183 0.151 -0.175
H 0.10791 0.82723 2.54490 0.017 -0.088 -0.020
H 1.12743 -0.61994 2.36350 -0.102 0.067 0.042
H -1.83244 0.61860 -1.63079 -0.579 0.018 -1.960
H -0.57504 1.69239 -0.79378 -0.732 -0.206 0.224
H -0.63841 -1.14317 -1.90941 0.338 0.557 -0.621
H -1.52865 0.51479 -2.36994 -1.310 0.420 0.329
H 1.70579 -1.54375 -0.40797 -0.011 -0.112 0.263

---

[3]
50
Properties=species:S:1:pos:R:3:forces:R:3 method="wB97M-V/def2-TZVPD" gap_ev="2.368 / 8.307" spin_multiplicity=2 molar_mass_g_mol=277.34 relative_energy_ev=0.000 total_energy_ev=-28161.6402
C -0.25559 -1.70902 -2.45417 -0.501 -2.593 0.784
C -1.19908 -0.63297 -1.87534 0.071 -0.341 -2.088
C -0.55307 0.19949 -0.85079 0.317 1.603 -0.349
C 0.02914 1.37164 -1.18211 1.225 -0.523 0.499
N 1.02377 2.05963 -0.45025 -1.213 1.127 -0.886
C 1.12718 1.87340 0.97842 -0.626 1.141 1.299
C 1.47352 3.16238 1.77754 0.803 1.261 -2.280
N 0.51310 -2.45986 -1.34652 -2.726 0.926 -0.013
H 0.51324 -1.47879 -3.16461 -0.169 0.812 -0.293
H -0.88064 -2.54312 -2.81863 0.113 0.564 -0.524
H -1.43976 -0.04977 -2.79385 -0.004 0.012 0.638
H -2.12596 -1.13700 -1.60381 0.214 0.119 0.367
H -0.55094 -0.14542 0.15884 0.286 -0.315 0.603
H -0.07397 1.80402 -2.17338 -0.139 -0.278 -0.107
H 1.08278 3.04283 -0.72999 -0.190 -0.496 0.235
H 1.95025 1.18035 1.10398 -0.272 -0.516 0.689
H 0.15617 1.58467 1.43012 0.861 -0.609 -0.656
H 2.44804 3.53968 1.42233 0.325 -0.558 0.692
H 0.93224 4.11125 1.56207 -0.804 -1.028 -0.108
H 1.42745 3.03469 2.83379 0.267 -0.381 0.715
H 0.91956 -1.72114 -0.77098 0.739 -0.482 0.383
H 1.19163 -3.13360 -1.67143 0.355 0.130 -0.099
H -0.24920 -2.94362 -0.79498 1.178 0.335 0.121
H 2.22287 1.90519 -3.83421 -0.020 0.200 0.214
H 2.88614 1.89080 -2.40258 -0.335 0.146 -0.080
O 2.76704 1.40202 -3.22479 0.375 -0.438 -0.057
H 0.53342 -1.15429 3.59155 -0.119 0.029 -0.382
H -0.31151 -0.08571 2.86528 0.061 0.113 0.108
O 0.33718 -0.80233 2.70558 0.422 -0.310 0.239
H 3.36180 -1.71299 1.01053 -0.151 0.356 0.462
H 1.90445 -1.19900 1.54407 0.465 0.223 0.515
O 2.40748 -1.72653 0.90906 -0.578 -0.449 -0.939
H 0.07579 -2.55131 1.40921 -0.170 0.103 0.092
H -0.83262 -3.74063 1.59372 -0.128 -0.488 0.007
O -0.72385 -2.95972 1.01243 2.430 -0.872 0.828
H -4.08630 0.59968 0.67871 0.115 0.005 -0.198
H -3.31968 -0.41951 -0.15644 0.269 0.307 0.424
O -3.49166 0.54671 -0.08324 -0.456 -0.129 -0.021
H -1.96378 -2.27747 1.11696 -0.132 0.302 -0.445
H -3.48127 -2.45472 0.92828 -0.076 0.038 -0.154
O -2.71620 -2.01968 0.52909 -2.276 0.643 -0.135
H -1.47976 1.82200 2.63815 -0.929 -0.149 0.230
H -2.04630 0.83895 3.82227 -0.549 0.281 -0.395
O -1.29360 1.26939 3.41918 1.194 -0.063 0.281
H -2.27845 1.77997 0.46691 0.114 -0.456 0.379
H -2.28888 3.25204 0.60345 0.195 0.331 0.434
O -1.93920 2.48201 1.06660 -0.435 0.254 -0.807
H 3.00292 -1.79365 -3.39439 -0.004 -0.343 0.180
H 2.74117 -0.47841 -2.77780 -0.322 0.149 0.334
O 2.55293 -1.42254 -2.62382 0.929 0.305 -0.733

---

[4]
81
Properties=species:S:1:pos:R:3:forces:R:3 method="wB97M-V/def2-TZVPD" gap_ev=5.994 molar_mass_g_mol=769.69 relative_energy_ev=0.615 charge=-1 total_energy_ev=-133230.2532
K 0.04160 2.25830 1.10650 -0.723 0.351 -0.499
I -2.35440 3.58768 -1.04860 -0.277 -0.026 0.302
C -3.86643 3.64549 0.46506 0.085 0.041 -0.496
C -5.14284 3.84908 0.02316 0.018 0.025 -0.068
C -6.19228 3.91014 0.96133 -0.031 -0.016 0.183
C -5.91753 3.78200 2.29338 -0.068 0.019 -0.047
C -4.59573 3.56379 2.74951 0.132 -0.039 -0.147
C -4.32156 3.39607 4.12564 0.045 -0.024 0.083
C -3.05078 3.09712 4.53174 -0.122 0.005 0.138
C -2.00934 2.97762 3.58758 0.010 0.064 -0.308
C -2.16282 3.18307 2.22403 -0.375 0.158 0.281
C -3.50537 3.46985 1.82312 -0.059 -0.016 0.245
H -5.35849 3.96508 -1.03047 0.052 -0.013 -0.003
H -7.21008 4.05000 0.61752 0.007 0.035 -0.005
H -6.71408 3.82716 3.02949 -0.017 0.006 -0.026
H -5.13501 3.49283 4.83720 0.009 -0.029 0.009
H -2.84643 2.94832 5.58867 -0.006 0.002 -0.008
H -1.02525 2.70494 3.97804 -0.008 0.050 0.076
C 0.53144 -4.61901 -0.09582 0.127 -0.012 0.059
C 1.76720 -4.27645 0.74523 -0.140 0.118 0.000
C 1.73397 -2.87258 1.36039 0.041 -0.122 -0.290
C 2.02860 -1.72408 0.39668 0.030 -0.131 0.377
N 1.09566 -1.60129 -0.71638 -0.241 0.170 -0.031
C -0.16937 -1.10649 -0.62826 0.206 -0.241 -0.321
Se -1.04279 -0.64839 0.90040 -0.308 -0.177 0.238
N -0.67611 -1.05536 -1.89912 0.153 -0.012 0.253
C -1.99463 -0.57596 -2.27275 -0.254 -0.116 -0.101
C -2.88156 -1.67671 -2.86301 0.159 -0.087 0.111
C -3.18659 -2.83098 -1.90725 -0.089 0.126 0.006
C -4.13722 -2.44854 -0.77501 0.099 -0.044 -0.059
C 0.27973 -1.50434 -2.79153 0.164 -0.073 -0.045
C 0.26619 -1.63272 -4.17142 -0.063 0.087 -0.018
C 1.40896 -2.13250 -4.77777 -0.023 0.020 -0.046
C 2.52368 -2.49688 -4.02633 0.051 -0.009 0.017
C 2.53980 -2.36108 -2.64687 0.070 -0.032 0.061
C 1.40557 -1.84909 -2.04081 -0.081 -0.055 -0.166
H 0.44803 -5.69805 -0.23970 -0.006 0.008 -0.028
H 0.57372 -4.15913 -1.08321 -0.066 0.006 -0.002
H -0.37526 -4.27277 0.40574 -0.020 0.000 -0.029
H 2.67201 -4.39756 0.13931 0.026 -0.044 0.045
H 1.83556 -4.99478 1.56621 0.048 -0.024 -0.022
H 2.48406 -2.80467 2.15262 -0.002 0.037 -0.004
H 0.76146 -2.70849 1.82161 -0.037 0.046 0.087
H 3.01764 -1.85830 -0.04106 0.008 0.107 -0.037
H 2.02727 -0.77540 0.93898 -0.008 -0.018 -0.086
H -1.87027 0.22874 -3.00088 0.026 0.049 0.037
H -2.45090 -0.15470 -1.37904 0.084 0.074 0.041
H -2.40517 -2.07786 -3.76151 -0.073 0.031 -0.006
H -3.82043 -1.20902 -3.17168 0.013 0.029 -0.058
H -2.24971 -3.21396 -1.49093 -0.008 -0.044 -0.008
H -3.63343 -3.64170 -2.48927 0.063 -0.034 -0.001
H -3.66784 -1.74699 -0.08696 -0.009 0.046 0.031
H -4.42346 -3.33315 -0.20341 -0.017 0.036 0.027
H -5.04610 -1.98929 -1.17175 -0.015 -0.020 0.012
H -0.59850 -1.34392 -4.75374 0.040 -0.002 -0.012
H 1.43558 -2.23808 -5.85474 -0.010 -0.002 0.008
H 3.40124 -2.88153 -4.52960 -0.004 -0.001 0.008
H 3.41408 -2.63577 -2.07256 -0.005 0.038 0.003
C 4.12305 1.83845 4.64112 0.109 -0.028 0.001
C 2.78355 2.11212 4.37445 -0.031 -0.011 -0.004
C 2.29135 2.01604 3.09240 0.027 -0.020 0.088
C 3.09218 1.64580 1.97589 0.244 -0.025 0.091
C 4.44941 1.37733 2.28267 -0.003 -0.044 -0.186
C 4.93583 1.47442 3.57831 -0.044 0.033 0.160
N 2.42975 1.61976 0.79178 0.386 -0.055 -0.122
C 2.87440 1.38018 -0.46339 0.200 -0.022 -0.090
C 4.14240 0.94441 -0.92860 0.009 -0.009 0.190
C 4.40088 0.76537 -2.28018 -0.068 0.011 -0.158
C 3.43427 0.99110 -3.24808 0.124 -0.059 -0.044
C 2.17161 1.39951 -2.82494 -0.049 0.043 0.020
C 1.90458 1.58461 -1.48662 -0.023 -0.010 -0.067
H 4.51882 1.91162 5.64609 -0.006 -0.002 -0.008
H 2.11906 2.40635 5.17924 -0.014 -0.004 -0.018
H 1.24659 2.24157 2.90881 0.478 -0.045 0.618
H 5.14760 1.10134 1.51046 -0.019 0.008 -0.005
H 5.98433 1.25957 3.75701 -0.001 0.001 -0.010
H 4.94513 0.74975 -0.23725 -0.014 -0.012 0.001
H 5.39276 0.44267 -2.58087 -0.004 -0.007 0.009
H 3.65028 0.84466 -4.29862 -0.004 -0.003 0.005
H 1.39152 1.58479 -3.55558 -0.026 -0.006 0.009
H 0.91538 1.91887 -1.18179 0.127 -0.060 -0.239

---

[5]
19
Properties=species:S:1:pos:R:3:forces:R:3 method="wB97M-V/def2-TZVPD" gap_ev=9.108 molar_mass_g_mol=104.15 relative_energy_ev=2.109 total_energy_ev=-9369.0851
C 1.25239 -0.79837 -0.10061 -0.599 -1.638 -0.248
N 1.40635 -2.19239 0.28389 0.201 -0.532 -0.835
C -0.22400 -0.43325 -0.39343 1.814 1.514 0.946
C -0.77991 -1.06230 -1.67766 -0.796 -0.984 0.987
N -0.19901 1.07067 -0.47559 -0.455 -0.780 -1.577
C -0.26953 1.98281 0.64194 0.832 -0.390 0.705
O -1.14193 1.51074 1.63858 -0.337 0.409 -0.198
H 1.70242 -0.19944 0.68657 -0.198 0.284 -0.017
H 1.76854 -0.61865 -1.05444 0.391 0.109 0.181
H 1.67231 -2.51858 1.19058 -0.076 0.493 0.239
H 0.87753 -2.87737 -0.23725 0.107 0.252 0.140
H -0.77100 -0.76920 0.47902 -0.437 0.142 0.006
H -0.43338 -2.08455 -1.88276 0.474 0.201 0.311
H -0.69475 -0.53397 -2.61718 0.098 0.587 0.151
H -1.82169 -1.25494 -1.41351 -0.310 0.347 -0.687
H 0.69426 1.22077 -0.93264 -0.205 0.567 -0.320
H 0.72221 2.12199 1.13334 -0.495 -0.180 -0.034
H -0.55976 2.97265 0.25904 -0.096 -0.206 0.091
H -2.03639 1.72482 1.34210 0.088 -0.195 0.161

---

[6]
16
Properties=species:S:1:pos:R:3:forces:R:3 method="wB97M-V/def2-TZVPD" gap_ev=10.036 molar_mass_g_mol=113.13 relative_energy_ev=2.816 total_energy_ev=-10556.2422
C -0.81753 0.71348 0.23909 0.570 -0.260 -0.775
C -1.05248 0.78850 -1.23768 0.264 0.153 -0.179
C -0.90831 -0.56289 -0.55287 -0.371 0.076 0.152
C 1.36121 -0.05063 -0.40941 -0.020 0.149 -0.414
C 0.59808 0.53647 0.78761 0.543 0.105 0.534
C 0.50189 -0.98090 1.16535 0.254 0.069 -0.098
H -2.08305 0.98873 -1.51091 0.044 0.013 0.065
H -0.32836 1.21031 -1.94645 -0.336 -0.244 0.399
H -1.76172 -1.23866 -0.51447 0.181 0.266 -0.044
H 2.37798 -0.37568 -0.16267 -0.309 -0.014 0.024
H 1.38220 0.46437 -1.37061 0.032 0.009 0.157
H 1.03189 1.30506 1.45745 -0.406 -0.343 -0.442
H -0.36360 -1.30282 1.71432 -0.392 -0.165 0.352
H 1.41624 -1.43430 1.55779 -0.103 0.160 -0.024
N 0.39851 -1.21185 -0.32770 0.472 -0.118 -0.066
F -1.75294 1.15081 1.11116 -0.424 0.144 0.361